--- i ---
Computed, not measured: the molecule C5H8FNO2, with the ωB97M-V functional and the def2-TZVPD basis.

Calculated values
SMILES	N[C@]1(C(=O)O)CC[C@H]1F
frontier orbital gap	10.1	eV
LUMO energy	0.79	eV
HOMO level	-9.29	eV

Geometry as ORCA input:
```
! wB97M-V def2-TZVPD RIJCOSX def2/J DEFGRID3
* xyz 0 1
F 0.01 -1.43 1.61
O 2.55 -0.18 0.27
O 1.22 -1.55 -0.97
N 0.65 1.62 0.64
C 1.39 -0.52 -0.40
C -0.70 -0.44 0.96
C 0.24 0.37 0.00
C -1.59 -0.80 -0.24
C -0.95 0.36 -1.04
H 1.50 2.10 0.24
H -0.68 0.07 -2.06
H -1.56 1.26 -1.04
H -2.70 -0.75 -0.03
H -1.28 -1.73 -0.65
H 3.26 -0.84 0.22
H -1.20 0.17 1.72
H -0.17 2.28 0.77
*
```

--- ii ---
Computed, not measured: the molecule C5H8FNO2, with the ωB97M-V functional and the def2-TZVPD basis.

Calculated values
frontier orbital gap (alpha / beta)	8.2 / 8.5	eV
LUMO energy (alpha / beta)	0.46 / 0.67	eV
HOMO level (alpha / beta)	-7.77 / -7.80	eV

Geometry as ORCA input:
```
! wB97M-V def2-TZVPD RIJCOSX def2/J DEFGRID3
* xyz 0 1
F -0.52 -1.96 -1.10
O -1.86 2.03 -0.28
O 1.28 -0.69 -1.79
N -0.40 0.53 0.60
C -1.22 0.25 1.75
C 0.92 -0.10 0.58
C 0.42 -1.60 -2.02
C 1.61 -0.02 -0.74
C -0.81 1.43 -0.30
H 2.44 0.64 -0.90
H 0.77 -1.15 0.86
H -0.06 1.58 -1.11
H -2.22 0.64 1.54
H 1.55 0.38 1.34
H -1.28 -0.82 1.94
H -0.83 0.75 2.65
H 0.20 -1.89 -3.03
*
```

Which one is most stable, and which one is least stable? i is the most stable of them, while ii is the least stable.

--- i ---
Computed, not measured: a structure of composition C44H45N7O6PbS, with the ωB97M-V functional and the def2-TZVPD basis.

Calculated values
frontier orbital gap	7.2	eV
LUMO energy	0.10	eV
HOMO level	-7.12	eV

Geometry as ORCA input:
```
! wB97M-V def2-TZVPD RIJCOSX def2/J DEFGRID3
* xyz 0 1
Pb 0.02 0.34 -0.15
S 2.62 -0.58 2.91
O -0.85 -1.77 -2.08
O -1.90 3.64 2.18
O 3.35 1.59 0.74
O 1.80 -0.81 1.69
O -3.35 1.42 2.81
O 2.58 -1.98 3.74
N -0.27 -1.64 -4.28
N 1.20 2.25 1.17
N -1.70 -1.26 1.24
N -1.37 1.45 1.58
N -1.92 -3.13 -3.56
N 1.32 1.82 -1.90
N -1.50 1.83 -1.42
C 1.16 2.47 4.99
C 0.46 2.75 -2.44
C 1.16 3.67 -3.23
C -4.04 -2.55 1.94
C -1.00 -2.16 -3.25
C 2.09 -3.89 2.37
C 2.50 3.28 -3.18
C 0.33 3.19 1.56
C -1.82 -2.57 1.06
C 2.48 2.56 1.07
C -1.79 -2.58 -5.93
C 2.97 3.84 1.32
C -3.74 0.02 -2.59
C 0.69 -0.57 -4.03
C -4.50 -0.53 -3.61
C 4.11 -2.71 0.79
C 4.29 -2.72 2.11
C -0.64 0.90 4.71
C -0.93 2.71 -2.17
C -2.97 -3.26 1.41
C 1.93 -3.86 1.05
C -2.71 -0.58 1.78
C 2.54 2.15 -2.35
C -0.19 2.16 5.12
C -3.76 1.39 -2.35
C 0.23 0.00 4.12
C 0.71 4.49 1.81
C -1.12 2.78 1.80
C 1.56 0.34 3.98
C -5.32 1.65 -4.18
C -2.95 1.97 -1.22
C -2.15 -3.63 -4.90
C -5.29 0.28 -4.41
C -3.90 -1.19 2.14
C -4.56 2.20 -3.15
C 2.85 -3.13 0.17
C 3.20 -3.13 3.05
C -2.67 -3.76 -2.49
C 2.04 1.57 4.41
C 2.53 -2.81 -1.08
C -0.38 -2.11 -5.65
C 2.06 4.82 1.68
C -2.51 0.90 2.09
C -1.17 3.18 5.64
H -1.35 3.93 4.87
H 1.51 3.45 5.30
H -2.46 -4.83 -2.46
H -0.04 5.21 2.11
H -3.74 -3.62 -2.65
H -3.21 3.03 -1.07
H 2.40 5.83 1.86
H -1.69 0.66 4.81
H -3.22 1.46 -0.30
H 3.61 -3.70 3.88
H 0.73 4.50 -3.77
H -0.77 3.68 6.52
H 0.39 0.34 -4.56
H -4.59 3.27 -2.97
H -4.48 -1.60 -3.78
H 3.20 -2.24 -1.71
H -4.96 -3.05 2.20
H -5.89 -0.15 -5.20
H -0.13 -0.95 3.74
H -1.54 3.50 -2.62
H 1.40 -4.42 3.01
H 4.91 -2.37 0.13
H -0.11 -1.28 -6.30
H -0.97 -3.08 0.63
H 4.02 4.04 1.22
H -2.40 -3.31 -1.55
H -2.12 2.72 5.89
H 5.23 -2.39 2.54
H 0.74 -0.35 -2.98
H -3.12 -0.62 -1.97
H 1.56 -3.08 -1.51
H 1.10 -4.39 0.59
H 1.68 -0.87 -4.38
H -3.03 -4.33 1.26
H -4.68 -0.58 2.57
H -3.20 -3.91 -4.98
H -2.48 -1.74 -5.85
H 3.41 1.58 -2.07
H 0.33 -2.92 -5.83
H -1.86 -3.00 -6.94
H 2.86 0.75 0.66
H -1.56 -4.55 -5.07
H 3.34 3.75 -3.66
H 3.08 1.83 4.27
H -5.94 2.29 -4.80
*
```

--- ii ---
Computed, not measured: a structure of composition C44H45N7O6PbS, with the ωB97M-V functional and the def2-TZVPD basis.

Calculated values
frontier orbital gap	7.5	eV
LUMO energy	-0.01	eV
HOMO level	-7.50	eV

Geometry as ORCA input:
```
! wB97M-V def2-TZVPD RIJCOSX def2/J DEFGRID3
* xyz 0 1
Pb -0.11 0.08 -0.79
S -2.04 -2.40 -0.33
O -0.96 -2.22 0.65
O -1.76 4.72 2.45
O 1.94 -0.54 0.80
O -1.91 -3.57 -1.16
O 1.36 3.48 1.35
O -2.20 -1.15 -1.11
N 4.16 -0.12 1.04
N -0.77 1.37 2.16
N -0.54 0.53 -3.12
N 0.78 -1.69 -2.12
N 1.31 2.57 -1.60
N -0.78 3.71 0.65
N 3.19 -2.07 1.90
C 3.01 -2.70 -1.80
C -3.55 -2.54 0.58
C 1.51 -2.84 -1.62
C 5.61 -1.97 1.69
C 5.78 -2.52 -2.19
C 4.98 -1.38 -2.24
C -3.58 -2.27 1.93
C -1.08 2.48 2.81
C 5.19 -3.75 -1.92
C -3.05 3.32 -0.20
C -4.71 -2.86 -0.11
C -0.69 0.24 2.85
C -1.22 0.96 -5.24
C -0.25 -0.55 -3.92
C 1.06 3.72 -0.98
C -1.13 1.43 -3.92
C -1.33 2.53 4.18
C 2.11 3.79 -3.48
C 0.41 -1.67 -3.35
C -4.28 1.27 -0.57
C -4.80 -2.32 2.61
C -0.66 -0.32 -5.23
C -5.23 3.01 0.78
C -5.31 1.75 0.22
C 5.48 -0.47 1.53
C -0.92 0.18 4.22
C -3.16 2.06 -0.78
C -4.10 3.79 0.58
C -7.28 -2.71 2.68
C 3.61 -1.47 -2.04
C 4.02 1.19 0.44
C 3.05 -0.89 1.23
C 1.85 4.99 -2.83
C -1.22 3.74 2.02
C 0.56 3.61 0.44
C -1.78 4.11 -0.35
C 1.31 4.96 -1.56
C -1.24 1.35 4.90
C -5.91 -2.91 0.58
C 3.82 -3.84 -1.73
C 4.44 -2.47 2.51
C -5.97 -2.64 1.94
C 2.03 -2.87 2.21
C 1.82 2.61 -2.83
H -2.38 1.70 -1.44
H -1.46 2.39 -3.54
H -6.82 -3.16 0.04
H 6.56 -2.22 2.17
H -4.32 0.29 -1.02
H 4.51 1.94 1.06
H 5.43 -0.42 -2.44
H -7.59 -3.75 2.82
H 2.06 5.94 -3.31
H 2.18 -3.90 1.86
H 5.79 -4.64 -1.88
H 5.67 0.04 2.49
H 4.51 -2.10 3.54
H -4.83 -2.10 3.67
H 1.17 -3.76 -2.11
H 1.09 5.86 -1.01
H 0.61 -2.53 -4.00
H -8.08 -2.21 2.12
H -1.59 3.47 4.64
H -6.04 3.39 1.39
H 1.97 1.65 -3.31
H -2.67 -2.02 2.45
H 4.45 -3.57 2.56
H -0.56 -1.00 -6.06
H 3.00 -0.58 -2.09
H 1.85 -2.90 3.29
H 3.36 -4.80 -1.55
H -4.66 -3.08 -1.17
H 6.84 -2.45 -2.35
H 5.58 -2.44 0.71
H -0.45 -0.65 2.29
H -7.21 -2.25 3.66
H -1.34 3.91 -1.33
H -4.02 4.77 1.05
H 1.27 -2.96 -0.56
H -0.84 -0.76 4.74
H 4.48 1.21 -0.56
H 1.15 -2.46 1.72
H 6.21 -0.09 0.81
H 2.53 3.77 -4.48
H -1.43 1.34 5.96
H -6.19 1.13 0.39
H 2.97 1.45 0.35
H -1.65 1.49 -6.07
H -1.97 5.19 -0.28
*
```

Which one is most stable, and which one is least stable? ii is the most stable of them, while i is the least stable.

--- i ---
Computed, not measured: a cluster of 2 separate species, CH5NO2 in total, with the ωB97M-V functional and the def2-TZVPD basis.

Calculated values
SMILES	O=CO.N
frontier orbital gap	10.0	eV
LUMO energy	0.33	eV
HOMO level	-9.62	eV

Geometry as ORCA input:
```
! wB97M-V def2-TZVPD RIJCOSX def2/J DEFGRID3
* xyz 0 1
O 1.00 0.42 0.42
O 0.82 -0.19 2.59
N -0.55 -0.46 -1.34
C 0.58 0.54 1.67
H -1.00 0.20 -1.95
H 0.20 0.11 -0.32
H -0.03 1.46 1.81
H -1.24 -1.14 -1.07
H 0.22 -0.94 -1.80
*
```

--- ii ---
Computed, not measured: a cluster of 3 separate species, CH5NO2 in total, with the ωB97M-V functional and the def2-TZVPD basis.

Calculated values
frontier orbital gap	8.5	eV
LUMO energy	-1.75	eV
HOMO level	-10.28	eV

Geometry as ORCA input:
```
! wB97M-V def2-TZVPD RIJCOSX def2/J DEFGRID3
* xyz 0 1
O 0.02 0.08 -0.41
O -2.50 0.06 -0.46
N 2.19 0.00 0.26
C 0.73 -0.15 0.58
H 2.41 1.01 0.18
H -0.41 -0.64 2.13
H 2.46 -0.50 -0.62
H -1.59 0.16 -0.38
H -2.85 -0.34 0.35
*
```

Which one is most stable, and which one is least stable? i is the most stable of them, while ii is the least stable.

--- i ---
Computed, not measured: the molecule C8H10O2, with the ωB97M-V functional and the def2-TZVPD basis.

Calculated values
frontier orbital gap (alpha / beta)	5.5 / 8.0	eV
LUMO energy (alpha / beta)	-2.51 / -1.26	eV
HOMO level (alpha / beta)	-8.01 / -9.26	eV

Geometry as ORCA input:
```
! wB97M-V def2-TZVPD RIJCOSX def2/J DEFGRID3
* xyz 0 1
O 3.14 -0.64 -0.68
O 2.11 0.67 0.88
C -0.32 0.98 0.85
C 0.87 -0.50 -0.82
C 2.30 -0.06 -0.06
C -0.31 -0.31 0.14
C -1.53 -0.57 -0.81
C -0.31 2.20 0.24
C -0.20 -1.42 1.19
C -0.38 3.23 -0.37
H 0.56 -2.20 0.86
H -2.36 -0.52 -0.16
H -0.13 -1.07 2.27
H 0.80 0.04 -1.75
H 0.81 -1.55 -1.12
H -1.76 0.21 -1.45
H -1.34 -1.41 -1.37
H -0.29 0.95 2.00
H -1.16 -2.04 1.09
H -0.52 4.02 -0.94
*
```

--- ii ---
Computed, not measured: a cluster of 2 separate species, C8H10O2 in total, with the ωB97M-V functional and the def2-TZVPD basis.

Calculated values
SMILES	C#CC(C)(C)C.O=C=C=O
frontier orbital gap (alpha / beta)	7.5 / 7.4	eV
LUMO energy (alpha / beta)	-1.55 / -1.55	eV
HOMO level (alpha / beta)	-9.00 / -8.98	eV

Geometry as ORCA input:
```
! wB97M-V def2-TZVPD RIJCOSX def2/J DEFGRID3
* xyz 0 1
O 4.79 -1.52 -0.45
O 4.27 1.92 0.31
C 4.63 0.80 0.18
C -0.89 0.42 1.21
C 4.42 -0.40 -0.34
C 0.77 1.02 -0.58
C 1.69 -1.88 1.05
C 0.91 -1.10 0.59
C -0.92 -0.78 -0.99
C -0.03 -0.12 0.06
H -1.43 -1.66 -0.58
H -1.54 -0.36 1.60
H 0.09 1.77 -0.99
H -0.26 0.78 2.02
H 1.40 0.64 -1.38
H 1.41 1.50 0.16
H -0.33 -1.10 -1.85
H -1.68 -0.08 -1.34
H 2.38 -2.58 1.40
H -1.51 1.24 0.86
*
```

--- iii ---
Computed, not measured: the molecule C8H10O2, with the ωB97M-V functional and the def2-TZVPD basis.

Calculated values
SMILES	C=CC1=CC(=O)C(C)(C)O1
frontier orbital gap	8.8	eV
LUMO energy	-0.27	eV
HOMO level	-9.11	eV

Geometry as ORCA input:
```
! wB97M-V def2-TZVPD RIJCOSX def2/J DEFGRID3
* xyz 0 1
O -0.11 -0.69 -0.22
O 0.38 2.27 1.70
C 0.57 1.35 -0.51
C -1.87 0.00 1.25
C 0.47 0.20 -1.12
C 0.45 -0.52 2.16
C -0.38 0.04 1.03
C 0.78 0.00 -2.55
C 0.59 -1.29 -3.04
C 0.13 1.42 0.82
H 0.24 -1.52 2.38
H 0.34 0.11 3.06
H -2.02 -1.08 1.21
H 1.09 2.19 -0.97
H 1.49 -0.45 1.92
H 0.87 -1.63 -4.01
H -2.22 0.56 2.22
H 1.18 0.67 -3.27
H 0.25 -2.06 -2.38
H -2.23 0.41 0.31
*
```

Which one is most stable, and which one is least stable? iii is the most stable of them, while i is the least stable.